C22H38F6IrN2S4Sb3Si3 | wB97M-V/def2-TZVPD

Calculated values
Calculated total energy = -4856.2907 Eh
Kohn-Sham gap (alpha / beta) = 4.8811 / 4.4151 eV

Structure (ORCA input):
```
! RIJCOSX wB97M-V def2-TZVPD def2/J DEFGRID3
* xyz 0 1
Ir -0.2962 -1.8823 1.4256
S 0.1697 -5.2580 5.2808
Sb -0.9179 -3.7440 4.1012
S 0.2073 -1.6531 3.6242
S -0.6180 -4.0122 1.6715
S -3.1026 -3.3052 4.3281
C 0.7439 0.3382 -2.9373
Sb 1.2156 0.2190 -0.8318
C 0.5031 -1.9556 -0.4441
C -0.7279 -2.1874 -1.1795
C -0.9580 -2.5034 -2.5149
C -2.2406 -2.8762 -2.8681
C -3.2393 -2.9384 -1.8948
C -2.9336 -2.5859 -0.5965
N -1.7050 -2.1872 -0.2680
Si 1.9417 -3.2292 -0.7663
C 2.9061 -3.6522 0.7487
C 3.0184 -2.5723 -2.1384
C 1.1342 -4.8122 -1.3524
C -0.1965 1.7426 0.0297
C -0.8545 1.2880 1.2930
C -1.1918 2.1874 2.3103
C -2.0420 1.8394 3.3429
C -2.6497 0.5900 3.3421
C -2.2656 -0.2584 2.3432
N -1.3437 0.0115 1.3879
Si -1.7160 2.1043 -1.1205
C -2.9907 3.0584 -0.1375
C -1.2908 3.0601 -2.6662
C -2.6591 0.5861 -1.6394
Si 0.8462 3.3749 0.2257
C 1.6722 3.5271 1.8879
C -0.2313 4.9176 0.1504
C 1.9974 3.5135 -1.2339
H 1.3348 -0.4348 -3.4303
H 1.0892 1.3167 -3.2697
H -0.3045 0.2114 -3.1995
H -0.1464 -2.4937 -3.2296
H -2.4626 -3.1485 -3.8918
H -4.2418 -3.2574 -2.1400
H -3.6754 -2.6058 0.1933
H 3.5237 -2.8359 1.1086
H 3.5663 -4.4880 0.4956
H 2.2670 -3.9752 1.5718
H 3.2334 -1.5086 -2.0298
H 2.5830 -2.7517 -3.1256
H 3.9808 -3.0896 -2.0999
H 0.5894 -5.3103 -0.5478
H 1.9285 -5.4905 -1.6772
H 0.4413 -4.6791 -2.1834
H -0.7910 3.1886 2.2714
H -2.2511 2.5530 4.1300
H -3.3459 0.2621 4.0987
H -2.7160 -1.2446 2.2891
H -2.5860 3.8850 0.4433
H -3.5113 2.3893 0.5541
H -3.7380 3.4678 -0.8243
H -0.8417 4.0328 -2.4768
H -2.2316 3.2276 -3.2002
H -0.6308 2.5127 -3.3360
H -2.9678 0.0140 -0.7659
H -2.1238 -0.0823 -2.3131
H -3.5630 0.9244 -2.1556
H 1.2533 4.3811 2.4269
H 2.7400 3.6936 1.7630
H 1.5684 2.6423 2.5152
H -0.8490 5.0415 1.0426
H -0.8831 5.0071 -0.7162
H 0.4656 5.7625 0.1258
H 2.6769 2.6650 -1.3351
H 2.6243 4.3978 -1.0910
H 1.4466 3.6420 -2.1689
F 1.8730 -0.0901 1.8826
Sb 3.8153 0.2001 1.9316
F 3.9853 -0.8393 0.3552
F 3.9935 -1.3499 2.9672
F 5.6525 0.5583 1.9329
F 3.5167 1.2811 3.4339
F 3.5268 1.6727 0.7716
*
```

Atomic partial charges in e from the Löwdin method, atoms 1 to 8:
1 Ir 0.842
2 S -0.126
3 Sb -0.114
4 S 0.131
5 S 0.260
6 S -0.125
7 C -0.305
8 Sb 1.575